{"formula": "C4H8ClNS", "method": "ωB97M-V with the def2-TZVPD basis set", "total_charge": 0, "e_tot_ev": -29122.78665, "homo_lumo_gap_ev": [8.29, 8.29], "species": ["C", "C", "C", "C", "N", "S", "Cl", "H", "H", "H", "H", "H", "H", "H", "H"], "coordinates": [[-0.7033, 0.7339, 1.0474], [-0.8197, 0.7097, 2.5812], [0.3312, -0.8205, -2.3707], [1.2208, -0.7737, -1.1587], [-0.6611, 1.8144, 0.4272], [-0.5122, -0.9638, 0.5486], [2.4992, -1.8481, -0.7160], [-1.1517, -0.2392, 3.0206], [-1.3521, 1.5860, 2.8814], [0.1372, 0.5549, 3.0455], [-0.7338, -0.4861, -2.0705], [0.1430, -1.8628, -2.5870], [0.8127, -0.2960, -3.0944], [1.5964, 0.2070, -1.0082], [-0.8064, 1.6845, -0.5465]], "atomic_forces_ev_per_a": [[0.5, -1.7, 2.5], [0.3, -0.7, -0.7], [-2.5, -2.3, 3.2], [-2.5, 0.4, 2.2], [-0.7, 0.9, 0.3], [2.0, 0.1, -2.1], [-0.5, -0.3, -0.6], [-1.3, 0.2, -0.7], [-0.2, 0.4, 0.7], [1.1, 1.1, -0.1], [2.1, 0.2, -0.8], [0.2, -0.3, -0.7], [0.9, 1.4, -2.6], [0.0, 0.9, 0.6], [0.5, -0.1, -1.3]]}